P) ORCA calculation (ωB97M-V with the def2-TZVPD basis set) on the ion C3H6NS2 with charge +1.

```
12
C3H6NS2 ωB97M-V with the def2-TZVPD basis set
C -0.642 -0.134 -1.471
C -1.042 0.057 0.208
C 1.234 0.359 0.195
N 0.228 -0.403 0.843
S -1.729 -0.023 -2.605
S 1.102 -0.344 -1.533
H -1.106 1.104 0.459
H -1.943 -0.604 0.549
H 0.984 1.391 0.323
H 2.315 0.323 0.564
H 0.313 -0.379 1.864
H 0.286 -1.347 0.604
```

## Properties
total charge: +1
frontier orbital gap: 8.638 eV
LUMO level: -4.47 eV
2S+1: 1

Q) ORCA calculation (ωB97M-V with the def2-TZVPD basis set) on the ion C3H6NS2 with charge +1.

```
12
C3H6NS2 ωB97M-V with the def2-TZVPD basis set
C 1.172 -0.294 -0.575
C 1.125 1.031 -0.688
C -0.864 0.067 0.764
N 0.296 -0.911 0.381
S 0.002 1.760 0.494
S -2.238 -0.229 -0.328
H 1.510 -1.064 -1.302
H 1.881 1.661 -1.164
H -1.178 -0.121 1.874
H -0.154 -1.721 0.091
H 0.832 -1.218 1.209
H -2.384 1.040 -0.756
```

## Properties
total charge: +1
frontier orbital gap: 9.838 eV
LUMO level: -3.84 eV
2S+1: 1

Going by the energies, Q) is most stable and the next is 2.5 kcal/mol up.

P) ORCA calculation (ωB97M-V with the def2-TZVPD basis set) on an isolated molecule of C23H31FN2O3S.

```
61
C23H31FN2O3S ωB97M-V with the def2-TZVPD basis set
C -7.663 -1.752 -0.106
H -7.723 -1.898 0.873
C -6.430 -0.664 -0.465
H -6.845 0.191 -0.090
H -6.394 -0.839 -1.665
C -5.331 -1.240 0.311
N -4.367 -0.217 0.481
C -4.554 0.931 1.203
H -4.722 0.450 2.196
H -3.627 1.523 1.378
H -5.477 1.731 1.136
C -4.051 0.622 -1.061
C -2.546 0.952 -1.024
C -2.281 2.465 -1.424
C -1.025 2.872 -1.553
C -0.064 2.145 -0.701
C -0.214 0.774 -0.197
C -1.573 0.370 -0.232
H -1.657 -0.441 0.034
C 0.838 0.198 0.541
C 1.860 -0.265 -0.723
C 3.002 -0.819 0.184
N 3.691 0.018 1.131
S 4.571 1.225 0.689
O 4.062 2.025 -0.861
O 5.080 1.991 1.642
C 6.084 0.077 -0.041
C 6.845 -0.270 0.872
C 7.842 -1.187 0.620
C 8.300 -1.190 -0.763
C 7.550 -0.346 -1.837
C 6.395 0.234 -1.502
H 5.858 0.863 -2.052
H 7.823 -0.609 -2.843
F 9.312 -1.917 -1.222
H 8.563 -1.501 1.252
H 6.526 -0.386 1.764
C 2.738 0.285 2.367
C 1.531 1.059 1.523
H 1.796 2.072 1.162
H 0.908 1.181 2.450
H 3.129 0.963 3.060
H 2.312 -0.702 2.614
H 3.854 -1.238 -0.685
H 2.721 -1.804 0.408
H 2.385 0.557 -1.194
H 1.524 -1.076 -1.278
O 0.522 -1.196 1.046
H -0.236 -0.727 1.574
H 0.874 2.654 -0.767
H -0.781 3.901 -1.915
H -3.072 2.988 -1.976
H -4.490 1.359 -1.353
H -3.881 -0.334 -1.629
C -4.540 -2.471 -0.254
H -5.212 -3.182 0.075
H -4.616 -2.377 -1.521
H -3.736 -2.545 0.080
H -5.478 -1.292 1.327
H -8.494 -1.405 -0.342
H -7.419 -2.790 -0.717
```

## Properties
total charge: 0
frontier orbital gap: 8.551 eV
LUMO level: 0.50 eV
2S+1: 1

Q) ORCA calculation (ωB97M-V with the def2-TZVPD basis set) on an isolated molecule of C23H31FN2O3S.

```
61
C23H31FN2O3S ωB97M-V with the def2-TZVPD basis set
C -7.043 -0.269 0.982
H -7.252 -0.976 0.182
C -6.855 1.132 0.417
H -6.693 1.837 1.234
H -7.761 1.444 -0.106
C -5.685 1.199 -0.576
N -4.470 0.667 0.025
C -3.865 1.493 1.047
H -4.616 1.800 1.770
H -3.111 0.900 1.566
H -3.373 2.391 0.642
C -3.475 0.220 -0.932
C -2.531 -0.766 -0.292
C -3.044 -1.840 0.426
C -2.190 -2.750 1.014
C -0.818 -2.606 0.888
C -0.290 -1.546 0.169
C -1.158 -0.627 -0.411
H -0.765 0.211 -0.971
C 1.216 -1.370 0.033
C 1.615 -1.234 -1.464
C 2.487 -0.007 -1.726
N 3.550 0.107 -0.745
S 4.769 -1.024 -0.927
O 4.539 -2.197 -0.118
O 4.996 -1.208 -2.327
C 6.142 -0.121 -0.217
C 6.781 -0.594 0.913
C 7.838 0.122 1.450
C 8.221 1.298 0.827
C 7.589 1.778 -0.310
C 6.535 1.052 -0.834
H 6.013 1.376 -1.720
H 7.926 2.697 -0.763
F 9.245 2.000 1.342
H 8.362 -0.216 2.329
H 6.447 -1.520 1.354
C 3.097 0.246 0.632
C 1.615 -0.087 0.802
H 1.002 0.745 0.457
H 1.404 -0.247 1.861
H 3.289 1.276 0.957
H 3.704 -0.421 1.250
H 1.905 0.917 -1.698
H 2.972 -0.090 -2.699
H 0.728 -1.197 -2.097
H 2.180 -2.128 -1.739
O 1.837 -2.491 0.618
H 2.788 -2.483 0.416
H -0.144 -3.315 1.339
H -2.590 -3.583 1.574
H -4.114 -1.941 0.519
H -2.894 1.059 -1.358
H -3.992 -0.281 -1.756
C -5.552 2.618 -1.148
H -5.413 3.345 -0.351
H -4.705 2.678 -1.828
H -6.451 2.882 -1.698
H -5.928 0.521 -1.403
H -6.139 -0.586 1.493
H -7.873 -0.289 1.685
```

## Properties
total charge: 0
frontier orbital gap: 8.843 eV
LUMO level: 0.47 eV
2S+1: 1

Going by the energies, Q) is most stable and the next is 484.6 kcal/mol up.

P) ORCA calculation (ωB97M-V with the def2-TZVPD basis set) on an isolated molecule of C7H16O2.

```
25
C7H16O2 ωB97M-V with the def2-TZVPD basis set
C -1.178 0.349 0.223
C -2.019 -0.071 1.430
C -1.706 -0.328 -1.042
C -1.227 1.870 0.052
C 0.284 -0.106 0.454
O 1.023 0.225 -0.696
H 0.303 -1.191 0.634
H -2.223 2.176 -0.254
H -0.993 2.378 0.983
H -1.587 0.314 2.352
H -3.031 0.314 1.329
H -2.067 -1.155 1.504
H -1.648 -1.412 -0.946
H -1.113 -0.031 -1.900
H -2.748 -0.052 -1.217
H -0.521 2.180 -0.712
C 2.388 -0.156 -0.682
C 2.621 -1.660 -0.801
O 0.851 0.448 1.606
H 0.852 1.410 1.499
H 2.866 0.221 0.232
H 2.816 0.357 -1.547
H 3.681 -1.846 -0.953
H 2.067 -2.058 -1.649
H 2.308 -2.176 0.103
```

## Properties
total charge: 0
frontier orbital gap: 10.956 eV
LUMO level: 0.86 eV
2S+1: 1

Q) ORCA calculation (ωB97M-V with the def2-TZVPD basis set) on a cluster of 2 separate species, C7H16O2 in total.

```
25
C7H16O2 ωB97M-V with the def2-TZVPD basis set
C 1.123 0.854 -1.527
O 2.372 0.205 -1.543
C 0.854 1.588 -0.181
C 1.286 0.561 0.910
C 0.674 -0.743 0.806
C -1.543 -1.737 0.384
C -0.796 -0.951 1.144
C -1.325 -0.144 2.343
H 1.145 1.661 -2.273
H 0.343 0.047 -1.682
H 2.236 -0.600 -2.002
H 1.241 2.497 0.022
H -0.291 1.712 0.151
H 2.443 0.527 0.919
H 1.084 1.120 1.875
H 0.784 -1.062 -0.220
H 1.317 -1.446 1.262
H -1.340 -2.386 -0.522
H -2.483 -1.733 0.739
H -0.650 -0.193 3.149
H -1.458 0.840 2.128
H -2.234 -0.518 2.817
H -2.129 0.660 -0.914
H -2.554 0.647 -2.358
O -2.259 0.002 -1.753
```

## Properties
total charge: 0
frontier orbital gap: 9.860 eV
LUMO level: 0.65 eV
2S+1: 1

Going by the energies, P) is most stable and the next is 68.2 kcal/mol up.

P) ORCA calculation (ωB97M-V with the def2-TZVPD basis set) on a cluster of 2 separate species, C2FI2O2 in total.

```
7
C2FI2O2 ωB97M-V with the def2-TZVPD basis set
C 1.759 -0.108 0.693
C -0.812 -0.093 -0.515
O 2.130 -1.072 0.175
O 1.684 0.865 1.324
F -1.021 -0.235 -1.817
I -2.454 -1.499 0.248
I -1.286 2.142 -0.108
```

## Properties
total charge: -1
frontier orbital gap (alpha / beta): 6.846 / 6.845 eV
LUMO level (alpha / beta): 3.15 / 3.15 eV
2S+1: 1

Q) ORCA calculation (ωB97M-V with the def2-TZVPD basis set) on a structure of composition C2FI2O2.

```
7
C2FI2O2 ωB97M-V with the def2-TZVPD basis set
C 0.982 -0.001 -0.518
C -0.400 0.017 0.403
O 1.152 1.033 -1.133
O 1.558 -1.082 -0.421
F -0.301 0.086 1.800
I -1.540 1.784 -0.154
I -1.451 -1.837 0.025
```

## Properties
total charge: -1
frontier orbital gap: 7.785 eV
LUMO level: 2.83 eV
2S+1: 1

Going by the energies, Q) is most stable and the next is 12.7 kcal/mol up.

P) ORCA calculation (ωB97M-V with the def2-TZVPD basis set) on an isolated molecule of C2H3N3OS.

```
10
C2H3N3OS ωB97M-V with the def2-TZVPD basis set
C 1.864 -0.211 0.537
C -0.190 -0.247 0.382
N 0.754 -0.487 1.268
N 1.643 0.287 -0.637
N 0.356 0.275 -0.772
O -1.636 -0.473 0.661
S -2.739 0.702 0.149
H 2.880 -0.445 1.019
H 0.044 0.584 -1.647
H -2.976 0.015 -0.960
```

## Properties
total charge: 0
frontier orbital gap (alpha / beta): 7.006 / 6.641 eV
LUMO level (alpha / beta): 0.40 / -3.16 eV
expectation value of S²: 2.01
2S+1: 3

Q) ORCA calculation (ωB97M-V with the def2-TZVPD basis set) on a cluster of 2 separate species, C2H3N3OS in total.

```
10
C2H3N3OS ωB97M-V with the def2-TZVPD basis set
C 0.105 -0.175 0.890
C -0.446 2.813 -0.922
N -0.162 0.854 1.749
N 0.853 -0.067 -0.121
N 0.427 2.182 -1.329
O -0.487 2.837 2.959
S -0.969 2.165 1.784
H -0.309 -0.981 1.516
H 1.180 -0.870 -0.642
H 1.183 1.580 -1.718
```

## Properties
total charge: 0
frontier orbital gap (alpha / beta): 8.052 / 6.801 eV
LUMO level (alpha / beta): 0.64 / -3.38 eV
expectation value of S²: 2.02
2S+1: 3

Going by the energies, P) is most stable and the next is 23.0 kcal/mol up.

P) ORCA calculation (ωB97M-V with the def2-TZVPD basis set) on an isolated molecule of C6H6N2O2.

```
16
C6H6N2O2 ωB97M-V with the def2-TZVPD basis set
C 1.746 -0.473 0.041
C 2.007 0.914 0.007
C -0.209 1.461 -0.124
C -0.525 0.108 -0.044
C 0.431 -0.817 0.068
C -2.005 -0.400 0.003
H 3.603 -1.130 -0.108
H 2.554 -2.192 -0.154
H 3.037 1.406 -0.083
H -0.778 2.188 -0.263
H 0.358 -1.995 -0.055
H -3.440 0.150 0.099
N 2.777 -1.344 0.162
N 1.135 1.821 -0.105
O -2.788 0.668 0.302
O -2.387 -1.483 -0.244
```

## Properties
total charge: 0
frontier orbital gap: 9.333 eV
LUMO level: 0.70 eV
2S+1: 1

Q) ORCA calculation (ωB97M-V with the def2-TZVPD basis set) on a cluster of 2 separate species, C6H6N2O2 in total.

```
16
C6H6N2O2 ωB97M-V with the def2-TZVPD basis set
C 2.129 -0.593 -0.647
C 2.171 0.787 -0.217
C 1.734 1.143 0.974
C 0.675 -1.121 1.230
C -4.946 0.314 -1.223
C -4.399 0.842 -2.164
H 1.220 -2.459 -0.016
H 2.820 1.353 -0.860
H 1.682 2.028 1.566
H 0.968 0.583 2.677
H -5.199 -0.473 -0.521
H -3.567 1.633 -2.667
N 1.170 -1.454 0.046
N 0.960 0.178 1.593
O 2.672 -0.968 -1.726
O -0.089 -1.794 1.955
```

## Properties
total charge: 0
frontier orbital gap: 9.773 eV
LUMO level: 0.15 eV
2S+1: 1

Going by the energies, P) is most stable and the next is 31.4 kcal/mol up.